Computed, not measured: 3 unconnected molecules or ions with the total composition C37H68BF9N4O5PS2 in a non-equilibrium geometry, with ωB97M-V with the def2-TZVPD basis set.

XYZ file:
```
127
Properties=species:S:1:pos:R:3:mulliken_spin:R:1
S 2.130 -2.601 5.678 0.000
S -6.331 2.008 -1.139 0.000
P 0.552 -1.881 4.713 0.001
F -6.855 3.639 -1.114 0.000
F -7.968 1.543 -1.389 0.000
F -3.755 1.151 -1.217 0.000
F -3.815 1.911 1.506 0.000
F -6.573 1.764 0.534 0.000
F -4.887 4.116 1.016 0.000
F -5.878 0.321 -1.234 0.000
F -6.104 2.040 -2.874 0.000
F -4.209 3.358 -2.131 0.000
O 2.545 -1.841 0.551 0.000
O 3.535 2.471 0.309 0.000
O 0.567 -2.592 -7.161 0.650
O 0.110 0.448 8.031 0.632
O 3.004 2.828 2.749 0.000
N 2.551 -0.418 3.053 0.000
N 0.585 -3.768 0.286 0.000
N -0.918 1.407 8.001 0.298
N 1.954 -2.779 -7.027 0.284
C -1.431 0.376 10.304 -0.004
C 2.135 -5.046 -8.188 0.014
C 0.056 3.860 9.381 -0.017
C -1.579 3.488 6.735 0.024
C 2.469 -2.954 -9.519 0.013
C 0.276 2.158 5.870 -0.048
C 2.610 -2.123 -8.217 0.025
C 1.821 -0.540 0.751 0.000
C 1.650 -0.047 -0.805 0.000
C -4.522 2.431 -0.979 0.000
C -0.520 -0.115 -4.143 0.004
C -0.281 0.789 2.147 0.002
C 1.167 -4.949 -5.886 -0.013
C -0.710 1.753 0.897 0.000
C 1.262 -0.951 3.190 0.000
C 0.275 -0.563 -1.545 0.001
C -1.408 -1.494 -4.180 0.019
C -4.033 2.993 0.474 0.000
C -2.858 -1.346 -4.944 -0.001
C 0.595 3.460 8.012 0.014
C 4.466 -0.327 1.518 0.000
C 2.191 -4.253 -6.852 0.013
C 2.904 0.231 1.736 0.000
C 2.059 -0.684 -8.487 -0.010
C 3.540 -4.471 -6.118 0.012
C -0.405 2.587 7.211 0.048
C -0.359 0.536 -2.617 -0.001
C -1.324 1.672 9.424 0.030
C -3.487 -2.863 -5.251 0.001
C 4.121 -1.875 -7.951 0.015
C 1.600 -2.961 0.462 0.000
C 2.901 -4.405 -9.335 -0.014
C -0.351 2.626 10.172 0.017
C 0.505 -0.589 1.743 0.000
C -1.430 3.175 1.400 0.000
C -2.522 3.690 0.295 0.000
C -2.779 2.210 9.449 0.006
B 3.126 1.848 1.616 0.000
H 4.755 -0.443 0.389 0.000
H -0.452 -0.070 10.517 0.000
H 4.364 -3.862 -6.467 -0.002
H -3.010 2.962 8.707 -0.002
H 1.542 2.922 8.149 0.002
H -4.506 -2.676 -5.836 0.000
H -1.214 0.477 2.824 0.000
H -3.503 1.403 9.291 -0.002
H 3.447 -4.261 -5.047 -0.002
H 0.230 1.546 -2.601 0.000
H -3.758 -3.452 -4.274 0.000
H 1.093 -4.418 -4.930 0.001
H -2.611 4.872 0.412 0.000
H -0.792 2.947 11.126 0.001
H -0.552 -0.952 -0.814 0.000
H 3.323 -0.417 3.755 0.000
H 2.702 -4.962 -10.261 0.002
H -0.762 -2.311 -4.753 -0.018
H 4.541 -1.172 -8.681 0.000
H -0.393 1.527 5.272 0.009
H -1.885 0.604 11.276 0.001
H 0.412 1.433 2.869 -0.001
H -0.541 3.972 1.387 0.000
H -1.447 0.755 -2.249 0.000
H 0.173 2.093 0.200 0.000
H 0.564 2.083 10.435 0.002
H -3.010 2.667 10.419 -0.001
H -2.054 -0.386 9.822 -0.001
H 0.543 -0.232 -4.641 0.001
H 3.977 -4.478 -9.159 0.000
H 1.480 -5.978 -5.666 0.000
H -1.633 -1.943 -3.113 0.000
H 3.066 -2.506 -10.324 0.001
H -0.407 -1.297 1.441 0.000
H 4.736 -2.768 -8.046 0.001
H -1.807 3.137 2.505 0.000
H 1.215 1.612 6.027 0.002
H -2.056 3.506 -0.763 0.000
H 1.719 1.107 -0.975 0.000
H 2.510 -6.068 -8.040 0.002
H 2.550 -0.538 -1.414 0.000
H 0.581 -1.502 -2.216 0.000
H 0.841 4.370 7.449 0.000
H 0.534 3.032 5.260 -0.002
H -0.302 -1.086 5.558 -0.002
H 0.835 4.404 9.933 0.002
H -2.761 -3.471 -5.943 0.000
H 1.091 -5.156 -8.506 0.003
H 1.015 -0.687 -8.824 -0.001
H -2.392 2.889 6.310 -0.013
H -1.104 0.684 -4.795 0.000
H 2.936 3.245 0.090 0.000
H -3.604 -0.776 -4.207 0.000
H -1.251 4.182 5.952 0.000
H 4.544 -1.308 2.152 0.000
H 2.629 -0.184 -9.278 0.000
H -1.984 4.129 7.517 0.002
H -1.530 1.152 0.269 0.000
H 3.875 -5.511 -6.216 -0.001
H -2.731 -0.710 -5.926 0.000
H 2.129 -0.060 -7.587 0.002
H 5.152 0.480 2.068 0.000
H -0.121 -3.076 4.184 0.000
H 2.022 2.920 2.928 0.000
H 1.429 -2.937 -9.867 0.003
H 0.161 -5.018 -6.317 0.001
H 4.282 -1.437 -6.958 -0.007
H -0.790 4.546 9.289 0.000
```

Results
Multiplicity: 3
Frontier orbital gap (spin up / spin down): 5.46 / 6.04 eV
LUMO (spin up / spin down): -5.1 / -5.1 eV
E_tot: -111737.614 eV
⟨S²⟩: 2.01
Net charge: +1

Computed, not measured: a molecular structure, C2F3NO6S2Tl in a non-equilibrium geometry, with ωB97M-V with the def2-TZVPD basis set.

XYZ file:
```
15
Properties=species:S:1:pos:R:3:mulliken_spin:R:1
Tl -0.465 -1.394 1.515 0.713
S 1.210 -0.129 -0.878 0.024
S -1.190 1.064 0.125 0.027
F 1.650 -1.978 -2.682 0.000
F -0.429 -1.428 -2.484 0.000
F 0.945 -0.108 -3.492 0.000
O -0.608 1.526 1.546 0.020
O -1.772 2.223 3.679 0.012
O -1.749 -0.344 0.303 0.110
O 1.041 -1.234 0.109 0.033
O 2.581 0.338 -1.063 0.016
O -1.000 0.094 3.394 0.032
N 0.198 1.061 -0.778 0.002
C 0.812 -0.970 -2.497 -0.002
C -1.222 1.278 3.201 0.012
```

Results
Multiplicity: 2
Frontier orbital gap (spin up / spin down): 10.06 / 6.31 eV
LUMO (spin up / spin down): -0.4 / -4.3 eV
E_tot: -50361.698 eV
⟨S²⟩: 0.75
Energy relative to the best compared isomer or geometry (same formula, charge and spin): 12.8 kcal per mole

Computed, not measured: a molecular structure, C19H38N5OPSiTi in a non-equilibrium geometry, with ωB97M-V with the def2-TZVPD basis set.

XYZ file:
```
66
Properties=species:S:1:pos:R:3:mulliken_charge:R:1
Ti -0.009 0.066 0.180 0.111
P -2.106 -0.041 -1.282 1.143
Si -1.454 1.627 1.667 1.112
O -0.333 -1.755 0.380 -0.475
N 4.297 0.072 0.978 0.065
N 3.443 1.250 2.958 0.076
N 0.548 1.278 -1.067 -0.173
N 3.322 -1.191 2.852 0.052
N 1.853 0.173 1.396 1.227
C -2.175 -1.207 -2.688 -1.325
C 3.515 -0.013 3.717 -0.673
C 2.111 1.331 2.320 -0.850
C -3.623 -0.494 -0.386 -1.140
C 4.343 -1.171 1.780 -0.649
C 0.189 -4.114 0.241 -1.403
C 4.474 1.217 1.901 -0.660
C 1.998 -1.074 2.220 -0.802
C 2.955 0.185 0.355 -0.619
C 1.997 4.733 -2.959 -0.363
C 0.618 3.716 -1.242 -0.041
C 0.988 2.398 -1.681 -0.406
C 1.116 4.846 -1.879 -0.568
C -2.093 0.466 3.050 -1.137
C -2.526 1.530 -2.102 -1.235
C 2.405 3.460 -3.392 -0.565
C 1.918 2.318 -2.764 -0.109
C -1.795 -3.308 1.652 -1.453
C -0.424 -2.999 1.074 0.989
H 0.817 5.843 -1.532 0.345
H 1.346 1.328 3.112 0.330
H -2.328 -2.423 2.023 0.226
H -0.043 3.799 -0.373 0.193
H -1.757 1.746 -2.856 0.302
H 2.723 -0.003 4.483 0.345
H 4.502 -0.091 4.193 0.328
H 2.929 1.137 -0.201 0.256
H 2.065 2.271 1.754 0.090
H -0.657 2.617 2.476 -0.337
H 0.137 -3.929 -0.836 0.242
H -1.318 -0.206 3.454 0.230
H -3.496 -1.475 0.094 0.222
H 1.879 -1.955 1.579 0.235
H -3.851 0.257 0.381 0.232
H -2.421 1.133 3.862 0.433
H -3.509 1.444 -2.587 0.464
H -1.358 -0.983 -3.387 0.298
H 2.375 5.635 -3.459 0.337
H -1.632 -3.959 2.521 0.417
H -4.434 -0.539 -1.124 0.461
H -2.535 2.339 -1.363 0.249
H 1.244 -4.214 0.522 0.290
H -2.063 -2.238 -2.326 0.293
H 5.339 -1.250 2.242 0.350
H 4.407 2.152 1.326 0.344
H -0.283 -5.083 0.440 0.429
H -3.138 -1.106 -3.211 0.442
H 4.172 -2.032 1.114 0.330
H -2.434 -3.854 0.951 0.361
H -2.623 2.400 1.100 -0.300
H 5.465 1.139 2.373 0.323
H 2.248 1.323 -3.071 0.366
H -2.942 -0.145 2.714 0.237
H 0.222 -2.888 1.956 -0.030
H 1.241 -1.071 3.022 0.082
H 3.110 3.360 -4.218 0.355
H 2.840 -0.660 -0.346 0.103
```

Results
Frontier orbital gap (spin up / spin down): 7.15 / 7.15 eV
LUMO (spin up / spin down): 0.4 / 0.4 eV
E_tot: -70099.382 eV

Computed, not measured: 2 unconnected molecules or ions with the total composition C3H5N7O3 in a non-equilibrium geometry, with ωB97M-V with the def2-TZVPD basis set.

XYZ file:
```
18
Properties=species:S:1:pos:R:3:mulliken_charge:R:1
O -3.062 0.478 2.331 -0.584
O -2.547 1.693 0.588 -0.550
O -1.955 -1.916 -0.693 -0.142
N 0.137 0.590 -1.797 -0.687
N 1.708 -0.238 1.166 -0.772
N 1.187 0.367 -1.064 0.461
N -2.423 -1.652 0.325 0.200
N -2.396 0.753 1.345 0.932
N -0.923 0.390 -1.129 -0.183
N -0.548 -0.033 0.068 0.448
C -1.353 -0.195 1.149 -0.430
C 0.846 -0.071 0.220 0.540
C 2.516 0.204 -1.554 -0.752
H -0.975 -0.566 2.016 0.484
H 2.751 1.230 -1.930 0.250
H 2.620 -0.417 -2.457 0.279
H 1.246 -0.349 2.069 0.179
H 3.171 -0.267 -0.654 0.328
```

Results
Frontier orbital gap: 7.46 eV
LUMO: -1.3 eV
E_tot: -19756.497 eV
Energy relative to the best compared isomer or geometry (same formula, charge and spin): 47.2 kcal per mole

Computed, not measured: a molecular structure, F2KNO4S2 in a non-equilibrium geometry, with ωB97M-V with the def2-TZVPD basis set.

XYZ file:
```
10
Properties=species:S:1:pos:R:3:mulliken_spin:R:1
K -2.322 -0.778 2.314 0.000
S 1.228 -0.623 -0.156 -0.048
S -0.667 0.815 -0.373 -0.110
F 1.436 -2.159 0.171 -0.001
F -2.131 1.060 0.244 -0.004
O -0.971 0.778 -1.809 0.280
O 1.510 -0.572 -1.601 0.068
O 2.312 -0.042 0.644 0.107
O -0.018 1.976 0.156 0.286
N -0.377 -0.455 0.410 0.423
```

Results
Multiplicity: 2
Frontier orbital gap (spin up / spin down): 11.35 / 5.72 eV
LUMO (spin up / spin down): -4.8 / -10.0 eV
E_tot: -53099.259 eV
⟨S²⟩: 0.76
Energy relative to the best compared isomer or geometry (same formula, charge and spin): 0.0 kcal per mole
Net charge: +1

Computed, not measured: a gas-phase ion, C4H7FNO (charge -1) in a non-equilibrium geometry, with ωB97M-V with the def2-TZVPD basis set.

XYZ file:
```
14
Properties=species:S:1:pos:R:3:mulliken_charge:R:1
F 0.462 -1.949 0.550 -0.342
O 0.573 0.260 2.979 -0.849
N -0.453 -0.398 2.224 -0.316
C -0.008 0.070 -1.545 -0.049
C 0.455 1.218 -1.980 -0.780
C -0.804 -0.078 -0.237 -0.915
C 0.180 -0.620 0.903 0.181
H 0.450 2.097 -1.290 0.229
H -0.691 -1.255 2.815 0.195
H 1.195 -0.095 0.947 0.275
H -1.132 0.827 -0.027 0.455
H -1.671 -0.730 -0.388 0.303
H 0.305 -0.732 -2.181 0.314
H 1.139 1.385 -2.770 0.300
```

Results
Frontier orbital gap: 5.43 eV
LUMO: 3.9 eV
E_tot: -10513.277 eV
SMILES: C=CC[C@H](F)N[O-]
Energy relative to the best compared isomer or geometry (same formula, charge and spin): 6.8 kcal per mole
Net charge: -1